# 1
DFT (ωB97M-V/def2-TZVPD) results for the molecule C9H16NO4P at a distorted geometry.

CARTESIAN COORDINATES (ANGSTROEM)
C -0.954 -3.478 -1.284
C 0.041 -2.654 -1.359
C 0.152 -1.667 -0.297
C 0.741 -0.446 -0.735
C 1.234 -0.119 -2.160
O 1.633 1.210 -2.062
P 1.103 0.681 0.736
O 2.451 1.298 0.707
O -0.132 1.640 1.029
C 0.137 3.000 0.619
C -0.782 3.243 -0.683
O 0.898 -0.472 1.921
C -0.212 -1.234 2.117
C -1.491 -0.379 2.156
N -0.348 -2.266 1.023
H -1.082 -4.385 -2.032
H -1.499 -3.402 -0.379
H 0.665 -2.324 -2.194
H 0.438 -0.385 -2.905
H 2.035 -0.755 -2.278
H 2.144 1.435 -1.248
H -0.205 3.761 1.264
H 1.213 3.352 0.446
H -1.845 3.203 -0.261
H -0.765 4.110 -1.358
H -0.567 2.432 -1.453
H 0.033 -1.862 3.013
H -2.240 -1.005 2.629
H -1.301 0.505 2.810
H -1.756 0.044 1.168
H 0.262 -3.081 1.050

## Properties
- SMILES = C=CC1=C(CO)[P@@](=O)(OCC)O[C@@H](C)N1
- max |F| (eV/A) = 4.93
- LUMO level (eV) = 0.5
- Kohn-Sham gap (eV) = 9.252

***

# 2
DFT (ωB97M-V/def2-TZVPD) results for the ion C9H16NS2 with charge +1 at a distorted geometry.

CARTESIAN COORDINATES (ANGSTROEM)
C -1.787 -0.797 -2.917
C -1.158 -0.930 -1.868
C -0.290 -0.789 -0.749
N 0.938 -1.561 -1.122
C 0.864 -3.065 -0.932
C 0.137 0.716 -0.631
S 1.571 0.626 0.536
C 0.893 0.168 2.223
C -0.344 1.004 2.573
S -1.710 0.835 1.403
C -1.088 1.558 -0.185
C -0.762 3.058 -0.045
H -2.419 -0.820 -3.666
H -0.777 -1.187 0.108
H 1.725 -1.166 -0.472
H 1.161 -1.248 -2.047
H -0.010 -3.399 -1.287
H 1.789 -3.586 -1.351
H 0.766 -3.087 0.199
H 0.532 1.045 -1.602
H 1.655 0.268 2.924
H 0.526 -0.891 2.056
H -0.784 0.711 3.431
H -0.096 2.065 2.871
H -1.898 1.444 -0.886
H 0.184 3.165 0.548
H -1.589 3.370 0.463
H -0.601 3.306 -1.111

## Properties
- net charge = +1
- SMILES = C#C[C@@H]([NH2+]C)[C@@H]1SCCS[C@H]1C
- max |F| (eV/A) = 7.54
- LUMO level (eV) = -2.8
- Kohn-Sham gap (eV) = 9.462

***

# 3
DFT (ωB97M-V/def2-TZVPD) results for the molecule C9H16O3S at a distorted geometry.

CARTESIAN COORDINATES (ANGSTROEM)
C -2.705 1.293 -1.847
C -1.331 1.023 -1.572
C -1.081 0.432 -0.356
C 0.241 0.478 0.192
C 0.641 -0.926 0.728
C 0.210 1.590 1.293
C 1.392 1.093 -0.780
C -0.435 -1.508 1.638
C 2.096 -0.978 1.426
O 0.026 -2.020 -2.743
O -1.581 -2.793 -1.144
O 0.790 -1.921 -0.294
S -0.455 -1.949 -1.412
H -2.909 1.762 -2.863
H -3.592 1.046 -1.191
H -0.519 1.397 -2.196
H -1.937 0.140 0.165
H -0.404 1.338 2.088
H 0.070 2.534 0.867
H 1.239 1.732 1.591
H 1.251 0.710 -1.837
H 2.385 0.750 -0.615
H 1.322 2.158 -0.946
H -1.108 -1.940 0.877
H -0.947 -0.592 1.989
H -0.015 -2.018 2.440
H 2.219 -0.090 2.064
H 2.786 -0.865 0.636
H 2.351 -1.879 1.802

## Properties
- max |F| (eV/A) = 5.11
- LUMO level (spin up / spin down) (eV) = -0.6 / -1.0
- Kohn-Sham gap (spin up / spin down) (eV) = 7.760 / 6.957

***

# 4
DFT (ωB97M-V/def2-TZVPD) results for the molecule C9H16O4S at a distorted geometry.

CARTESIAN COORDINATES (ANGSTROEM)
C -2.816 2.807 -3.250
C -2.297 2.413 -1.877
C -2.210 0.906 -1.656
C -0.995 0.193 -2.321
S 0.644 0.503 -1.568
O 0.987 1.922 -1.693
O 1.627 -0.368 -2.243
C 0.458 -0.051 0.137
C 0.604 -1.367 0.521
C 0.412 -1.921 1.853
O 0.585 -3.133 1.964
O 0.046 -1.073 2.875
C -0.090 -1.621 4.181
C -0.750 -0.543 5.056
H -2.189 2.380 -4.077
H -2.852 3.906 -3.340
H -3.839 2.439 -3.411
H -3.041 2.788 -1.154
H -1.335 2.908 -1.680
H -2.202 0.626 -0.603
H -3.125 0.432 -2.003
H -0.877 0.491 -3.380
H -1.208 -0.880 -2.259
H 0.184 0.664 0.895
H 0.798 -2.044 -0.306
H -0.704 -2.552 4.121
H 0.907 -1.893 4.530
H -0.856 -0.878 6.107
H -0.142 0.388 5.121
H -1.764 -0.345 4.710

## Properties
- SMILES = CCCCS(=O)(=O)/C=C/C(=O)OCC
- max |F| (eV/A) = 4.63
- LUMO level (eV) = -0.8
- Kohn-Sham gap (eV) = 9.953

***

Calculated values (eV) of energy above the lowest of the compared OMol25 structures with the same formula, charge and spin for the records, taken in order: 0.776 2.505 4.259 0.000.